one:
One molecule with the formula C5H9NO4, computed with ωB97M-V/def2-TZVPD.

total charge	0
highest occupied orbital energy	-9.09	eV
HOMO-LUMO gap	9.50	eV
E_LUMO	0.405	eV

The geometry in XYZ format:
```
19
C5H9NO4 ωB97M-V/def2-TZVPD
O -0.43 1.95 -1.34
O 0.57 -1.89 0.27
O 2.46 -0.54 1.07
O -0.48 1.16 1.34
N 0.70 -1.01 2.46
C -1.58 1.45 -2.05
C -0.03 0.64 -0.96
C -1.27 0.01 -1.64
C 0.07 0.45 0.53
C 0.81 -0.85 0.94
H 2.86 -1.30 0.65
H 0.61 -0.16 3.02
H -2.52 1.87 -1.66
H -0.09 -1.60 2.72
H -1.04 -0.69 -2.45
H 0.93 0.35 -1.43
H 1.92 -1.04 2.59
H -1.51 1.66 -3.13
H -1.98 -0.45 -0.94
```

***

two:
C5H9NO4 as an isolated structure, computed with ωB97M-V/def2-TZVPD.

total charge	0
highest occupied orbital energy	-7.93	eV
HOMO-LUMO gap	8.56	eV
E_LUMO	0.627	eV

The geometry in XYZ format:
```
19
C5H9NO4 ωB97M-V/def2-TZVPD
O -1.39 -0.60 0.21
O 1.87 0.82 1.20
O 0.63 2.45 0.26
O -0.43 0.96 1.69
N -0.37 -1.25 2.12
C 0.66 -1.32 -0.99
C -0.65 0.73 -1.71
C 0.81 1.25 0.85
C -0.16 -0.14 -0.59
C -0.68 -0.29 1.27
H -0.57 -2.21 1.89
H -0.31 2.64 0.20
H -1.17 0.13 -2.47
H -1.36 1.48 -1.35
H 0.12 -2.01 -1.66
H 1.54 -0.96 -1.52
H 0.19 1.24 -2.18
H 1.03 -1.89 -0.13
H 0.24 -1.03 2.90
```

***

three:
One molecule with the formula C5H9NO4, computed with ωB97M-V/def2-TZVPD.

total charge	0
highest occupied orbital energy	-9.90	eV
HOMO-LUMO gap	10.31	eV
E_LUMO	0.410	eV

The geometry in XYZ format:
```
19
C5H9NO4 ωB97M-V/def2-TZVPD
O -2.16 0.32 -0.80
O 0.29 0.29 -3.36
O -0.86 2.66 -1.33
O 1.88 0.42 -1.90
N 0.99 1.80 -0.08
C -0.08 1.52 -1.01
C -1.00 0.30 -0.46
C 0.45 -1.70 -0.54
C 0.65 0.70 -2.26
C -0.41 -0.72 0.32
H 2.13 0.86 -1.07
H 0.37 -0.11 0.94
H 0.86 -2.50 0.00
H 0.75 2.07 0.88
H 1.39 2.69 -0.49
H -0.23 -2.09 -1.32
H 1.22 -1.18 -0.98
H -1.23 -1.35 0.70
H -1.78 2.36 -1.47
```

***

four:
A 2-piece molecular cluster, C5H9NO4 overall, computed with ωB97M-V/def2-TZVPD.

total charge	0
highest occupied orbital energy	-9.53	eV
HOMO-LUMO gap	9.93	eV
E_LUMO	0.405	eV

The geometry in XYZ format:
```
19
C5H9NO4 ωB97M-V/def2-TZVPD
O 4.21 1.68 0.60
O 2.96 -0.35 0.88
O 5.44 -0.74 1.36
O -0.16 -0.25 4.30
N 2.14 0.90 3.33
C 1.81 -0.83 1.58
C 3.42 1.35 2.84
C 0.63 -0.98 3.75
C 3.80 0.91 1.44
C 1.88 -0.49 3.07
H 3.47 2.45 2.88
H 0.47 -2.08 3.73
H 1.75 -1.91 1.41
H 4.22 0.98 3.50
H 2.71 -1.09 3.50
H 4.45 -1.27 1.01
H 1.38 1.48 2.95
H 0.93 -0.33 1.13
H 5.54 -0.98 2.29
```

***

Energies relative to the most stable structure are one 48.7; two 29.0; three 0.0; four 31.9, reported in kcal/mol.

***

one:
A 2-piece molecular cluster, C4H6NO2 overall, computed with ωB97M-V/def2-TZVPD.

total charge	-1
highest occupied orbital energy	-4.11	eV
HOMO-LUMO gap	8.12	eV
E_LUMO	4.009	eV

The geometry in XYZ format:
```
13
C4H6NO2 ωB97M-V/def2-TZVPD
O -0.13 -1.75 -0.71
O -0.55 -0.75 -2.68
N 0.41 1.21 1.70
C -0.49 0.57 0.82
C 1.52 0.63 1.84
C -0.28 -1.73 -1.95
C -1.20 1.19 -0.13
H -0.15 -2.69 -2.49
H -0.51 -0.49 1.00
H -1.27 0.77 -1.13
H 2.28 1.06 2.49
H 1.74 -0.29 1.28
H -1.38 2.27 -0.05
```

***

two:
C4H6NO2 as an isolated structure, computed with ωB97M-V/def2-TZVPD.

total charge	-1
highest occupied orbital energy	-1.92	eV
HOMO-LUMO gap	5.85	eV
E_LUMO	3.928	eV

The geometry in XYZ format:
```
13
C4H6NO2 ωB97M-V/def2-TZVPD
O -1.04 2.15 0.79
O 1.42 -1.39 -0.49
N -0.71 1.23 -0.07
C -0.63 -0.12 0.29
C -1.17 -0.79 1.30
C 1.03 0.97 -0.82
C 0.48 -0.39 -0.71
H -0.07 -0.71 -1.73
H -1.48 -1.78 1.38
H 1.05 1.46 -1.77
H 1.10 -1.88 0.29
H -1.93 -0.07 1.76
H 1.96 1.31 -0.24
```

***

Energies relative to the most stable structure are one 0.0; two 88.9, reported in kcal/mol.

***

one:
An isolated ion of composition C4H11NO and charge +1, computed with ωB97M-V/def2-TZVPD.

total charge	+1
highest occupied orbital energy (spin up / spin down)	-14.71 / -14.69	eV
2S+1	2
HOMO-LUMO gap (spin up / spin down)	11.87 / 6.53	eV
E_LUMO (spin up / spin down)	-2.842 / -8.161	eV

The geometry in XYZ format:
```
17
C4H11NO ωB97M-V/def2-TZVPD
O -0.89 -0.73 1.65
N 0.87 1.08 -0.02
C 0.33 -1.40 -0.23
C 0.36 0.01 -0.90
C -0.90 -1.74 0.66
C 0.42 2.45 -0.43
H -1.69 -0.83 2.20
H -0.62 2.41 -0.66
H 1.18 -0.08 -1.70
H -0.73 0.15 -1.27
H 1.42 -1.35 0.29
H 0.53 -2.12 -1.05
H 0.68 3.09 0.47
H 0.57 0.84 0.95
H -1.84 -1.82 0.11
H 1.06 2.77 -1.27
H -0.74 -2.73 1.20
```

***

two:
An isolated ion of composition C4H11NO and charge +1, computed with ωB97M-V/def2-TZVPD.

total charge	+1
highest occupied orbital energy (spin up / spin down)	-15.63 / -14.78	eV
2S+1	2
HOMO-LUMO gap (spin up / spin down)	12.05 / 5.24	eV
E_LUMO (spin up / spin down)	-3.587 / -9.544	eV

The geometry in XYZ format:
```
17
C4H11NO ωB97M-V/def2-TZVPD
O -0.99 1.11 -0.82
N -1.03 -1.47 0.80
C 0.13 -0.73 0.34
C 1.15 1.66 0.34
C 0.72 -1.27 -0.96
C -0.12 0.70 0.28
H 1.83 1.74 -0.68
H 1.87 1.33 1.10
H 0.91 -0.73 1.12
H -0.56 -2.30 1.33
H 1.51 -1.98 -0.80
H -1.57 -1.13 1.58
H -0.46 1.16 1.19
H 1.14 -0.32 -1.47
H -0.06 -1.58 -1.59
H -1.51 0.37 -1.17
H 0.78 2.70 0.35
```

***

three:
A 2-piece molecular cluster, C4H11NO overall, computed with ωB97M-V/def2-TZVPD.

total charge	+1
highest occupied orbital energy (spin up / spin down)	-15.26 / -15.67	eV
2S+1	2
HOMO-LUMO gap (spin up / spin down)	6.27 / 6.67	eV
E_LUMO (spin up / spin down)	-8.991 / -9.003	eV

The geometry in XYZ format:
```
17
C4H11NO ωB97M-V/def2-TZVPD
O 0.90 0.46 -2.29
N -1.74 -1.31 0.71
C -1.36 -0.53 -0.33
C 0.89 0.72 0.38
C 1.27 -0.46 1.29
C -0.60 0.83 0.05
H 2.25 -0.47 1.75
H -0.67 -1.07 -1.00
H 1.63 0.49 -2.95
H 0.50 -0.59 2.05
H -2.18 -0.16 -0.97
H -0.64 1.45 -0.85
H 1.31 0.40 -0.63
H -2.76 -1.46 0.64
H -1.18 1.32 0.83
H 1.14 -1.33 0.64
H 1.25 1.71 0.69
```

***

Energies relative to the most stable structure are one 0.0; two 29.0; three 105.2, reported in kcal/mol.